Entry from OMol25: an isolated molecule of C3H4FNO2 (the ωB97M-V functional and the def2-TZVPD basis).

Bonds (Å) are listed after each position.
Atoms and positions in Å:
1 C -0.486 0.072 -0.207  C3 1.485, O6 1.278, H8 1.130
2 C 2.012 -0.018 1.158  N4 1.357, O5 1.215, F7 1.339
3 C -1.741 0.008 -0.997  C1 1.485, H9 1.056, H10 1.074, H11 1.061
4 N 1.225 -1.091 0.895  C2 1.357, O6 1.333
5 O 1.899 1.142 0.816  C2 1.215
6 O 0.156 -0.989 0.105  C1 1.278, N4 1.333
7 F 3.054 -0.450 1.881  C2 1.339
8 H -0.176 1.145 -0.037  C1 1.130
9 H -1.691 0.495 -1.932  C3 1.056
10 H -1.919 -1.029 -1.209  C3 1.074
11 H -2.333 0.716 -0.474  C3 1.061

The value obtained for the orbital gap (spin up / spin down) is 8.55 / 8.54 eV. For the total energy, the calculation gives -421.68043 hartree. Its spin multiplicity is 1. For the highest occupied orbital energy (spin up / spin down), the calculation gives -9.341 / -9.340 eV. The energy relative to the best compared isomer or geometry (same formula, charge and spin) is 374.7 kJ/mol.